[1]
Entry from the Open Molecules 2025 dataset: one molecule with the formula C24H30N4O2S (ωB97M-V/def2-TZVPD).

Geometry as XYZ:
```
61
Properties=species:S:1:pos:R:3:forces:R:3:mulliken_charge:R:1
C 3.0662 2.9632 -2.3858 -0.07 -0.01 -0.24 -1.14
N 2.2967 2.5594 -1.2318 0.11 0.22 0.18 0.27
C 1.3979 1.5522 -1.2615 -0.15 -0.16 -0.24 0.70
O 0.7245 1.2284 -0.3028 -0.24 -0.14 0.17 -0.69
C 1.2758 0.7828 -2.5714 0.10 -0.29 0.22 -0.80
H 1.2649 1.4178 -3.4537 0.04 -0.06 -0.05 0.55
H 0.3891 0.1524 -2.5199 0.04 0.19 -0.04 0.22
S 2.6989 -0.3437 -2.7392 0.18 0.13 -0.31 -0.29
C 2.1824 -1.6366 -1.6757 -0.17 0.04 -0.03 0.34
N 0.9389 -1.7405 -1.3647 -0.10 0.14 -0.13 -0.12
C 0.5560 -2.7170 -0.5041 0.63 -0.41 0.20 0.41
C 1.4637 -3.6410 -0.0167 -0.05 0.68 -0.46 0.48
C 1.0878 -4.7274 0.7968 -0.02 -0.47 0.21 -0.36
N 0.8047 -5.6380 1.4349 -0.09 -0.21 0.21 -0.59
C 2.8674 -3.5653 -0.3857 0.12 0.16 -0.13 0.12
O 3.7674 -4.2959 -0.0479 0.00 -0.12 0.07 -0.66
N 3.1422 -2.4758 -1.2375 -0.01 0.04 -0.05 -0.09
H 4.1087 -2.3558 -1.5191 -0.11 -0.03 0.13 0.24
C -0.8647 -2.7106 -0.1688 -0.48 -0.05 0.23 0.99
C -1.3299 -3.0582 1.0957 0.20 0.07 -0.18 -1.20
C -2.6823 -3.0290 1.3782 -0.14 0.02 0.00 -0.42
C -3.6178 -2.6609 0.4173 0.11 -0.02 0.08 0.68
C -3.1392 -2.3009 -0.8425 0.02 -0.01 -0.02 -0.47
C -1.7926 -2.3122 -1.1309 0.11 -0.07 0.01 -1.44
H -1.4426 -2.0331 -2.1130 0.01 0.06 -0.07 0.43
H -3.8288 -2.0030 -1.6178 -0.09 0.02 -0.07 0.33
C -5.1130 -2.6370 0.6848 -0.22 0.00 0.04 2.17
C -5.7985 -3.6329 -0.2619 0.07 0.11 0.12 -1.61
H -5.4109 -4.6358 -0.0962 0.01 -0.12 -0.01 0.39
H -5.6310 -3.3708 -1.3029 0.01 0.01 -0.13 0.34
H -6.8711 -3.6427 -0.0807 -0.14 0.00 0.01 0.45
C -5.4620 -3.0262 2.1237 0.10 0.06 -0.23 -2.11
H -5.1305 -4.0372 2.3478 0.04 -0.11 0.09 0.44
H -5.0137 -2.3364 2.8349 0.05 0.04 0.13 0.44
H -6.5414 -2.9905 2.2562 -0.09 0.00 0.01 0.43
C -5.6475 -1.2206 0.4287 0.07 -0.16 0.04 -1.66
H -6.7120 -1.1786 0.6490 -0.13 0.01 0.01 0.46
H -5.5034 -0.9207 -0.6054 0.01 0.06 -0.12 0.33
H -5.1339 -0.5042 1.0662 0.03 0.11 0.06 0.38
H -2.9950 -3.2996 2.3729 -0.08 -0.02 0.10 0.44
H -0.6326 -3.3272 1.8738 0.00 -0.03 0.06 0.52
C 2.4654 3.2905 0.0197 0.12 0.11 0.13 -0.62
C 3.8597 3.0853 0.6153 -0.28 -0.12 0.20 -0.53
C 3.9386 3.7676 1.9783 0.24 0.16 -0.18 -0.70
C 3.6216 5.2547 1.8509 -0.21 -0.12 0.22 -0.62
C 2.2397 5.4566 1.2360 0.24 0.17 -0.18 -0.73
C 2.1573 4.7804 -0.1304 -0.21 -0.18 0.22 -0.46
H 1.1580 4.9054 -0.5522 0.00 0.00 -0.08 0.34
H 2.8734 5.2529 -0.8061 0.04 0.04 -0.10 0.27
H 2.0299 6.5228 1.1318 -0.08 0.00 0.05 0.37
H 1.4830 5.0285 1.8964 -0.08 0.02 0.05 0.34
H 3.6614 5.7267 2.8341 0.07 0.07 -0.01 0.32
H 4.3740 5.7342 1.2201 0.06 0.06 -0.01 0.31
H 3.2221 3.3006 2.6569 -0.01 -0.05 0.08 0.34
H 4.9366 3.6332 2.3998 -0.03 -0.05 0.07 0.36
H 4.0567 2.0163 0.7175 0.02 -0.03 -0.07 0.35
H 4.6224 3.5089 -0.0422 0.07 0.00 -0.08 0.24
H 1.7306 2.8518 0.7035 0.15 0.10 -0.11 0.36
H 3.8243 3.6751 -2.0731 0.02 -0.01 -0.04 0.49
H 3.5728 2.1115 -2.8426 0.07 0.12 0.00 0.31
H 2.4340 3.4460 -3.1368 0.11 0.04 -0.04 0.31
```
Forces are in eV/Å.

Computed properties:
DFT total energy (a.u.): -1700.2852
HOMO-LUMO gap (eV): 8.4
Molar mass (g mol⁻¹): 438.597
SMILES: CN(C(=O)CSc1nc(-c2ccc(C(C)(C)C)cc2)c(C#N)c(=O)[nH]1)C1CCCCC1
Highest occupied orbital energy (eV): -8.8

[2]
Entry from the Open Molecules 2025 dataset: one molecule with the formula C24H30N4O5 (ωB97M-V/def2-TZVPD).

Geometry as XYZ:
```
63
Properties=species:S:1:pos:R:3:forces:R:3:mulliken_charge:R:1
C -6.1593 -0.0353 2.0858 0.45 -0.09 -0.06 -1.52
C -4.6407 0.0210 2.0384 -0.19 0.28 0.16 0.10
O -4.1901 -1.1396 1.3654 -0.06 -0.18 -0.09 -0.44
C -2.8579 -1.2787 1.1163 0.22 -0.17 -0.12 0.28
C -1.8704 -0.3965 1.5397 -0.28 0.02 0.09 -0.52
C -0.5532 -0.6183 1.1845 0.06 -0.33 -0.04 0.11
C -0.1958 -1.7101 0.4031 -0.41 -0.10 0.24 -0.44
C -1.1781 -2.6131 0.0078 0.12 0.01 -0.04 -0.54
C -2.4910 -2.3962 0.3634 -0.21 0.27 0.19 -0.31
H -3.2643 -3.0830 0.0560 -0.09 -0.09 -0.04 0.46
H -0.9046 -3.4753 -0.5767 0.01 -0.06 -0.05 0.50
N 1.1429 -1.8366 0.0139 0.12 0.40 0.07 0.38
C 1.8178 -2.9410 -0.3750 0.39 0.20 0.00 0.56
O 1.3643 -4.0605 -0.4667 -0.09 -0.28 -0.07 -0.69
C 3.2820 -2.6357 -0.7295 -0.03 -0.06 0.03 -1.00
N 3.6757 -1.3036 -0.3291 0.17 -0.36 -0.05 0.38
C 3.9957 -1.1619 1.0802 0.04 0.08 0.05 -0.79
C 3.8155 0.3228 1.4388 -0.07 -0.05 0.04 -0.93
N 3.9168 1.1064 0.2212 0.44 0.38 0.00 0.31
C 3.7261 2.5213 0.4413 -0.02 0.01 0.12 -0.89
C 2.2232 2.8444 0.4851 0.36 -0.19 -0.06 0.65
O 1.7641 3.7316 1.1686 -0.10 0.26 0.17 -0.68
N 1.5334 2.0275 -0.3471 0.12 -0.31 -0.31 0.00
C 0.1598 1.9417 -0.5881 -0.48 0.13 -0.14 -0.02
C -0.2771 0.9706 -1.4824 -0.17 0.19 0.00 0.19
C -1.6288 0.7970 -1.7325 -0.05 0.14 -0.01 0.03
C -2.5632 1.5947 -1.0656 0.08 -0.01 0.04 0.43
C -2.1157 2.5878 -0.2042 -0.13 -0.32 -0.30 -0.75
C -0.7686 2.7714 0.0337 0.13 0.09 0.14 -0.45
H -0.4308 3.5392 0.7085 0.02 0.04 0.03 0.52
H -2.8499 3.2110 0.2813 -0.11 0.08 0.07 0.45
O -3.9155 1.4271 -1.2307 0.14 0.32 0.12 -0.51
C -4.2569 0.2099 -1.8597 0.11 -0.47 -0.36 -0.16
C -3.3421 -0.0426 -3.0559 -0.55 0.19 0.06 -0.61
H -3.5943 -0.9794 -3.5544 -0.04 0.09 0.03 0.38
O -2.0008 -0.1625 -2.6355 0.34 0.05 0.26 -0.47
H -3.4361 0.7912 -3.7661 0.02 -0.11 0.04 0.29
H -5.2975 0.3078 -2.1736 0.09 -0.07 -0.01 0.37
H -4.1600 -0.6206 -1.1500 -0.06 0.09 -0.05 0.02
H 0.4210 0.3277 -1.9957 0.13 -0.13 -0.09 0.42
H 2.1106 1.3224 -0.7975 -0.03 0.12 0.23 0.01
H 4.1909 2.8917 1.3669 -0.12 0.02 -0.09 0.31
H 4.1500 3.0845 -0.3947 0.01 -0.02 0.04 0.39
C 5.0564 0.6838 -0.5632 0.04 -0.07 -0.03 -0.83
C 4.7238 -0.7085 -1.1378 0.01 0.05 -0.13 -1.11
H 4.3441 -0.6172 -2.1587 0.07 -0.02 0.00 0.49
H 5.6349 -1.3299 -1.1633 -0.07 0.02 -0.01 0.34
H 5.9779 0.6407 0.0405 -0.03 0.04 -0.05 0.41
H 5.2227 1.3921 -1.3760 0.04 -0.02 0.06 0.41
H 4.5686 0.6287 2.1853 -0.08 0.02 -0.05 0.40
H 2.8268 0.5021 1.8702 -0.01 -0.03 0.07 0.42
H 3.3240 -1.7828 1.6743 0.05 0.01 0.01 0.37
H 5.0274 -1.4893 1.2897 -0.07 -0.04 0.00 0.47
H 3.9117 -3.4299 -0.3000 -0.11 0.02 -0.05 0.35
H 3.3591 -2.7167 -1.8176 0.00 -0.02 0.05 0.38
H 1.7096 -0.9972 0.0740 -0.02 -0.16 -0.17 -0.21
H 0.2037 0.0780 1.5148 0.11 0.09 0.03 0.31
H -2.1098 0.4691 2.1355 -0.05 0.09 0.04 0.43
H -4.2293 0.0488 3.0570 0.02 0.01 -0.12 0.39
H -4.3120 0.9189 1.4986 0.04 -0.09 0.06 0.06
H -6.4819 -0.9389 2.5959 -0.07 -0.06 0.06 0.34
H -6.5611 -0.0435 1.0763 -0.08 0.02 -0.09 0.31
H -6.5439 0.8316 2.6151 -0.07 0.09 0.05 0.43
```
Forces are in eV/Å.

Computed properties:
DFT total energy (a.u.): -1527.7832
HOMO-LUMO gap (eV): 8.3
Molar mass (g mol⁻¹): 454.527
SMILES: CCOc1ccc(NC(=O)CN2CCN(CC(=O)Nc3ccc4c(c3)OCCO4)CC2)cc1
Highest occupied orbital energy (eV): -7.6